13
Properties=species:S:1:pos:R:3 method="wB97M-V/def2-TZVPD" lumo_energy_ev=0.87 max_force_ev_per_a=13.50 energy_ha=-286.34720 orbital_gap_ev=9.57
C -0.11 -0.03 1.33
C -0.73 0.82 -0.71
C 0.59 0.14 -0.89
C 0.12 -0.84 0.11
H -0.43 -0.74 2.28
H 0.74 0.67 1.63
H -1.48 0.37 -1.22
H -0.96 1.94 -0.91
H 1.43 0.71 -0.55
H 1.95 -1.26 -0.92
H -0.87 -1.43 -0.02
N 0.86 -1.26 -0.80
O -1.10 0.91 0.66

32
Properties=species:S:1:pos:R:3 method="wB97M-V/def2-TZVPD" s2=8.799 lumo_energy_ev="-4.23 / -7.45" total_charge=+1 max_force_ev_per_a=0.18 energy_ha=-5262.48487 multiplicity=6 orbital_gap_ev="9.38 / 6.38"
Co 1.01 0.40 0.01
O 0.29 -0.24 1.72
N -0.34 -1.38 1.73
C -0.38 -2.06 2.88
C -1.05 -3.27 2.95
C -1.69 -3.78 1.83
C -1.65 -3.08 0.65
C -0.95 -1.86 0.58
S -0.80 -0.98 -0.85
H 0.15 -1.60 3.70
H -1.05 -3.80 3.89
H -2.21 -4.73 1.89
H -2.12 -3.43 -0.25
N -4.10 3.54 -2.97
C -3.09 3.32 -2.47
C -1.84 3.02 -1.83
C -1.77 3.08 -0.44
C -0.56 2.80 0.20
C 0.48 2.38 -0.61
C 0.48 2.41 -1.99
C -0.73 2.69 -2.61
H -2.63 3.37 0.14
H -0.47 2.88 1.28
H 1.36 2.17 -2.58
H -0.81 2.69 -3.69
F 2.29 -1.57 0.33
As 3.63 -0.71 -0.46
F 3.90 -2.02 -1.49
F 2.25 -0.14 -1.55
F 4.67 0.35 -1.27
F 3.02 0.68 0.55
F 4.72 -1.15 0.74

48
Properties=species:S:1:pos:R:3 method="wB97M-V/def2-TZVPD" s2=2.013 lumo_energy_ev="-11.05 / -11.07" total_charge=+3 max_force_ev_per_a=7.60 energy_ha=-2562.77252 multiplicity=3 orbital_gap_ev="5.74 / 5.88"
C 0.06 -1.04 -5.08
C 0.11 -0.86 -3.66
H 0.08 -0.07 -5.61
H -0.88 -1.52 -5.31
H 0.92 -1.60 -5.39
O 0.11 0.25 -3.19
I 0.47 -3.99 -2.47
W -0.36 -0.56 1.31
P 2.01 -0.41 -0.39
C 3.15 0.65 0.58
C 3.22 -1.79 -0.70
H 4.25 -1.39 -0.57
H 3.58 0.57 -2.09
H 3.16 -2.22 -1.73
H 2.31 -0.39 -2.83
H 3.31 0.16 1.57
H 3.07 -2.59 0.04
C 2.52 0.33 -2.05
H 4.12 0.74 0.06
H 1.96 1.24 -2.23
H 2.71 1.65 0.73
P -2.29 -0.48 -0.38
C -3.52 0.53 0.51
C -2.49 0.20 -2.11
H -3.23 -2.38 -1.76
H -4.39 -1.68 -0.61
H -3.13 -2.75 0.01
C -3.34 -1.96 -0.74
H -2.25 -0.54 -2.88
H -3.51 0.53 -2.33
H -4.48 0.43 -0.03
H -3.21 1.59 0.54
H -1.82 1.04 -2.30
H -3.64 0.12 1.54
Cl -0.49 -1.92 -2.27
C -0.31 -0.14 3.43
N 0.01 1.24 3.97
C 0.25 1.60 5.28
C 0.59 2.90 5.29
N 0.56 3.33 3.96
C 0.23 2.28 3.17
S -0.03 1.72 1.36
H -1.26 -0.04 2.66
H 0.60 -0.48 2.72
H -0.48 -0.91 4.16
H 0.14 0.84 6.07
H 0.85 3.51 6.11
H 0.78 4.26 3.64

79
Properties=species:S:1:pos:R:3 method="wB97M-V/def2-TZVPD" lumo_energy_ev=0.09 max_force_ev_per_a=2.42 energy_ha=-2220.24983 orbital_gap_ev=7.56 smiles="C=CC[C@]1([C@@H](C)CCC)C(=O)N[C@H](C(F)(F)CC[Si](C)(C)c2ccccc2)[C@@]1(CON=O)P(C)CC"
C 5.94 -1.65 0.12
C 4.89 -1.02 -0.52
C 3.55 -1.70 -0.65
C 2.33 -1.09 0.10
C 2.53 -1.54 1.58
C 1.85 -0.74 2.69
C 2.21 -3.05 1.80
C 0.78 -3.39 2.27
C 0.30 -4.76 1.73
C 1.12 -1.86 -0.51
O 1.12 -2.85 -1.18
N -0.02 -1.17 -0.09
C 0.35 0.25 -0.01
C -0.67 1.22 -0.64
F -1.74 1.18 0.24
F -0.22 2.50 -0.58
C -1.25 0.91 -2.00
C -2.50 1.79 -2.31
Si -4.13 0.87 -2.20
C -5.48 1.92 -2.99
C -4.13 -0.78 -3.09
C -4.70 0.61 -0.43
C -4.84 1.69 0.45
C -5.28 1.52 1.75
C -5.59 0.26 2.23
C -5.46 -0.83 1.38
C -5.01 -0.65 0.08
C 1.89 0.36 -0.27
C 1.96 0.66 -1.77
O 3.28 0.59 -2.32
N 3.40 1.47 -3.40
O 4.49 1.48 -3.81
P 2.78 1.74 0.69
C 3.21 3.08 -0.49
C 1.59 2.58 1.83
C 2.46 3.30 2.89
H 6.83 -1.99 -0.40
H 5.91 -1.87 1.19
H 5.04 -0.01 -0.89
H 3.69 -2.74 -0.38
H 3.34 -1.69 -1.72
H 3.60 -1.46 1.79
H 2.07 -1.25 3.63
H 0.77 -0.69 2.62
H 2.27 0.25 2.81
H 2.41 -3.64 0.90
H 2.89 -3.38 2.58
H 0.77 -3.46 3.35
H 0.04 -2.64 1.97
H 0.88 -5.07 0.86
H -0.74 -4.73 1.42
H 0.44 -5.53 2.48
H -0.88 -1.38 -0.56
H 0.20 0.49 1.04
H -0.51 1.08 -2.78
H -1.55 -0.14 -2.08
H -2.40 2.12 -3.35
H -2.52 2.65 -1.65
H -5.59 2.86 -2.45
H -5.33 2.09 -4.05
H -6.42 1.39 -2.82
H -3.50 -1.50 -2.56
H -5.16 -1.14 -3.11
H -3.74 -0.71 -4.11
H -4.63 2.71 0.13
H -5.41 2.37 2.41
H -5.96 0.13 3.24
H -5.70 -1.81 1.76
H -4.93 -1.54 -0.54
H 1.57 1.64 -2.01
H 1.34 -0.05 -2.33
H 2.41 3.40 -1.16
H 3.48 3.96 0.10
H 4.10 2.79 -1.04
H 0.97 1.87 2.36
H 1.02 3.35 1.32
H 2.99 2.54 3.47
H 1.81 3.84 3.58
H 3.18 3.96 2.42

60
Properties=species:S:1:pos:R:3 method="wB97M-V/def2-TZVPD" lumo_energy_ev=-0.39 max_force_ev_per_a=2.81 energy_ha=-6198.08326 orbital_gap_ev=9.29
Hg -0.25 0.15 -0.23
F 1.02 -5.17 2.95
C 0.21 -4.16 3.21
F -0.95 -4.61 3.72
F 0.80 -3.44 4.12
S -0.20 -3.25 1.66
O -0.85 -4.14 0.71
O -0.98 -2.18 2.22
N 1.18 -2.90 1.11
S 1.92 -1.54 1.44
O 1.51 -0.89 2.66
O 2.05 -0.65 0.29
C 3.59 -2.27 1.61
F 4.38 -1.49 2.29
F 3.48 -3.49 2.13
F 4.06 -2.45 0.35
C -0.74 2.53 -3.12
P 0.28 1.22 -2.38
C 1.98 1.91 -2.46
C 0.30 -0.17 -3.57
C -0.79 -1.14 -3.28
P -0.60 -2.02 -1.73
C -2.20 -2.94 -1.50
C 0.59 -3.39 -1.88
H -0.23 2.90 -4.01
H -0.87 3.31 -2.38
H -1.74 2.16 -3.40
H 2.18 2.53 -3.38
H 2.74 1.17 -2.43
H 2.07 2.58 -1.58
H 1.26 -0.67 -3.49
H 0.25 0.29 -4.55
H -0.95 -1.80 -4.13
H -1.82 -0.68 -3.21
H -2.73 -3.02 -2.46
H -2.86 -2.34 -0.79
H -2.07 -3.90 -1.09
H 0.18 -4.21 -2.50
H 0.96 -3.80 -0.98
H 1.43 -3.07 -2.51
F 1.23 3.34 0.62
P 0.80 5.01 0.50
F 0.35 6.54 0.27
F 1.94 5.18 -0.61
F -0.28 4.56 -0.69
F 1.86 5.37 1.65
F -0.39 4.81 1.65
C -0.22 1.89 3.07
As -1.43 1.18 1.75
C -2.69 0.05 2.65
C -2.37 2.70 1.05
H -0.76 2.50 3.79
H 0.40 2.55 2.44
H 0.32 1.00 3.41
H -3.46 0.64 3.14
H -2.13 -0.65 3.27
H -3.18 -0.64 1.93
H -2.86 3.29 1.82
H -3.16 2.45 0.32
H -1.57 3.24 0.55

17
Properties=species:S:1:pos:R:3 method="wB97M-V/def2-TZVPD" lumo_energy_ev="-5.17 / -5.38" total_charge=+1 max_force_ev_per_a=4.53 energy_ha=-703.09747 orbital_gap_ev="7.38 / 7.00"
C -0.91 -1.42 -0.95
C -2.28 0.07 0.21
C -0.25 -0.44 1.32
C 1.70 -1.80 -0.14
C 0.47 1.66 -1.12
N -2.02 -0.85 -0.68
N -1.44 0.20 1.28
S 0.61 -0.58 -0.19
H -0.52 -2.43 -1.05
H -3.09 0.76 0.14
H 0.19 -0.67 2.31
H 2.53 -1.75 0.52
H 2.00 -1.94 -1.11
H 1.06 1.40 -2.02
H -0.62 1.89 -1.13
H 1.02 2.15 -0.36
H -1.80 0.70 2.00